Here is a structure of composition C45H35BrI2N7O3Rb from the Open Molecules 2025 dataset. Energies are from ωB97M-V with the def2-TZVPD basis set.

Last column: Löwdin charge in e.
Cartesian coordinates (Å):
1 Rb 0.03602 -0.85898 0.02425  0.68
2 O -2.18993 3.87247 -1.98227  -0.13
3 C -2.01994 4.65616 -0.97254  -0.39
4 C -2.61739 5.94573 -0.89579  -0.04
5 C -2.40502 6.78856 0.17578  -0.14
6 C -1.58763 6.41104 1.24219  -0.15
7 C -0.98890 5.15909 1.19171  -0.07
8 C -1.18418 4.29598 0.12561  -0.12
9 C -0.47199 2.96495 0.09294  -0.34
10 O -1.20858 1.98016 -0.57398  -0.09
11 N 0.83375 3.18076 -0.53341  0.02
12 N 1.77019 2.26065 -0.42562  0.03
13 C 2.79205 2.32811 -1.20015  -0.21
14 C 3.90366 1.40153 -1.10383  -0.64
15 Br 3.64589 -0.11839 0.00019  0.80
16 C 5.06980 1.50127 -1.75460  -0.13
17 C 5.49576 2.62766 -2.60312  -0.22
18 C 6.20770 2.36471 -3.77656  -0.04
19 C 6.64221 3.39314 -4.59657  -0.10
20 C 6.38144 4.71406 -4.25710  -0.11
21 C 5.69278 4.99159 -3.08500  -0.09
22 C 5.26012 3.96127 -2.26364  -0.05
23 H -1.77649 2.48276 -1.21886  0.04
24 H -3.25429 6.24056 -1.72268  0.09
25 H -2.88713 7.76175 0.18791  0.08
26 H -1.42925 7.06860 2.08748  0.07
27 H -0.34980 4.83291 2.00803  0.11
28 H -0.26343 2.60095 1.10244  0.15
29 H 0.86992 3.82987 -1.31397  0.15
30 H 2.85564 3.08947 -1.97920  0.12
31 H 5.76510 0.67399 -1.68077  0.09
32 H 6.40624 1.33464 -4.04818  0.11
33 H 7.18157 3.16244 -5.50707  0.10
34 H 6.71511 5.52000 -4.89848  0.09
35 H 5.49363 6.01781 -2.80224  0.10
36 H 4.74476 4.19056 -1.33973  0.11
37 I -0.81356 -8.74410 -2.65698  0.74
38 C -0.20099 -6.85965 -1.98174  -0.77
39 C -0.21991 -6.57265 -0.62195  -0.26
40 C 0.19631 -5.33210 -0.18644  -0.63
41 I 0.14857 -4.84133 1.84300  0.91
42 C 0.66150 -4.30269 -1.06734  -0.52
43 O 1.05605 -3.17348 -0.67258  -0.31
44 C 0.62970 -4.65054 -2.46365  -0.16
45 C 1.05607 -3.59107 -3.43489  -0.19
46 N 0.06436 -2.52113 -3.53456  -0.04
47 C 0.31674 -1.61151 -4.63958  -0.20
48 C -0.62015 -0.43683 -4.55196  -0.29
49 C -1.92951 -0.53608 -5.00543  -0.04
50 C -2.79671 0.52690 -4.79983  -0.08
51 C -2.32565 1.65908 -4.15985  -0.06
52 C -0.99259 1.67585 -3.76973  -0.13
53 N -0.15031 0.66322 -3.95784  0.13
54 C 0.21804 -5.89597 -2.89289  -0.15
55 H -0.56097 -7.31050 0.09200  0.07
56 H 1.24963 -4.05378 -4.41931  0.11
57 H 1.98816 -3.13597 -3.08715  0.12
58 H -0.86227 -2.92583 -3.60766  0.12
59 H 0.22646 -2.10367 -5.62533  0.11
60 H 1.33696 -1.23693 -4.54771  0.12
61 H -2.25951 -1.44357 -5.49824  0.10
62 H -3.82826 0.46525 -5.12568  0.10
63 H -2.94845 2.51034 -3.92252  0.09
64 H -0.60375 2.55170 -3.26503  0.09
65 H 0.22228 -6.11738 -3.95522  0.09
66 N -3.67758 -4.06413 10.12617  0.13
67 C -3.35228 -3.64649 9.10441  -0.20
68 C -2.94591 -3.12232 7.82916  -0.25
69 C -3.01619 -1.75127 7.58736  -0.03
70 C -2.61863 -1.25129 6.35976  -0.01
71 C -2.15708 -2.10482 5.36158  -0.19
72 C -2.09688 -3.47425 5.61099  0.00
73 C -2.48286 -3.98571 6.83686  -0.02
74 C -1.72782 -1.57572 4.03168  -0.06
75 C -0.51408 -0.87488 4.03944  -0.28
76 C 0.31819 -0.66707 5.18816  -0.06
77 C 1.41002 0.04303 4.75267  -0.11
78 C 1.20548 0.23217 3.35498  -0.20
79 N 0.07699 -0.29958 2.92862  0.01
80 C -2.59388 -1.87735 2.97950  -0.29
81 C -3.87897 -2.50457 3.12080  -0.06
82 C -4.40606 -2.59631 1.86005  -0.10
83 C -3.41889 -2.03085 0.99647  -0.19
84 N -2.35683 -1.60420 1.64222  0.01
85 H -3.38079 -1.08853 8.36104  0.11
86 H -2.66227 -0.18882 6.15941  0.13
87 H -1.74581 -4.13249 4.82618  0.11
88 H -2.43051 -5.04878 7.03101  0.11
89 H 0.12733 -1.01567 6.19170  0.09
90 H 2.25424 0.37914 5.33590  0.07
91 H 1.86782 0.74341 2.66475  0.08
92 H -4.34047 -2.82033 4.04408  0.10
93 H -5.36127 -3.00783 1.57062  0.07
94 H -3.48266 -1.94789 -0.08263  0.10

## Properties
Charge ... -2
HOMO energy ... -2.6 eV

Here is a structure of composition C45H35BrI2N7O3Rb from the Open Molecules 2025 dataset. Energies are from ωB97M-V with the def2-TZVPD basis set.

Last column: Löwdin charge in e.
Cartesian coordinates (Å):
1 Rb 1.03924 -0.81460 0.63196  0.75
2 O 1.86022 -1.38799 3.65791  -0.15
3 C 1.32903 -1.22518 4.81394  -0.41
4 C 2.06144 -0.78308 5.95078  -0.03
5 C 1.45949 -0.61291 7.18099  -0.14
6 C 0.10337 -0.87485 7.37559  -0.15
7 C -0.63628 -1.31760 6.28402  -0.08
8 C -0.06204 -1.48573 5.03709  -0.13
9 C -0.86942 -1.97275 3.85853  -0.35
10 O -0.17153 -2.92360 3.09389  -0.06
11 N -1.23531 -0.82439 3.03686  -0.01
12 N -2.22638 -0.95992 2.14910  0.04
13 C -2.60090 0.08426 1.51277  -0.22
14 C -3.61033 0.05735 0.47083  -0.64
15 Br -4.07446 -1.64174 -0.23395  0.77
16 C -4.17587 1.13887 -0.07408  -0.12
17 C -4.02176 2.52703 0.38979  -0.22
18 C -4.00660 2.88128 1.73852  -0.04
19 C -3.89434 4.20851 2.12231  -0.08
20 C -3.81002 5.21009 1.16802  -0.10
21 C -3.84822 4.87403 -0.17785  -0.10
22 C -3.95872 3.54817 -0.56068  -0.05
23 H 0.76069 -2.57872 3.11290  0.05
24 H 3.11754 -0.58257 5.81221  0.10
25 H 2.06190 -0.26999 8.01748  0.08
26 H -0.35782 -0.74452 8.34651  0.07
27 H -1.69433 -1.54107 6.40217  0.10
28 H -1.79450 -2.45753 4.18942  0.14
29 H -0.97432 0.10170 3.35102  0.14
30 H -2.11759 1.04661 1.65903  0.10
31 H -4.79375 1.00351 -0.95373  0.10
32 H -4.10129 2.11261 2.49401  0.11
33 H -3.86974 4.45713 3.17614  0.10
34 H -3.71036 6.24520 1.46946  0.09
35 H -3.78205 5.64773 -0.93299  0.09
36 H -3.97835 3.28326 -1.61165  0.11
37 I 7.21328 -5.88256 -2.42850  0.74
38 C 5.86826 -4.38031 -1.87756  -0.77
39 C 6.15937 -3.54539 -0.81022  -0.27
40 C 5.26238 -2.55600 -0.45429  -0.65
41 I 5.70030 -1.29534 1.14391  0.88
42 C 4.02185 -2.34244 -1.12693  -0.51
43 O 3.19369 -1.44030 -0.80593  -0.29
44 C 3.78018 -3.22925 -2.23328  -0.17
45 C 2.49614 -3.04324 -2.99934  -0.17
46 N 1.27138 -3.33652 -2.25731  -0.04
47 C 1.29807 -4.62467 -1.58943  -0.17
48 C 0.00538 -4.84089 -0.85128  -0.26
49 C -0.74501 -6.00002 -1.00368  -0.04
50 C -1.91385 -6.14421 -0.27225  -0.09
51 C -2.28795 -5.12906 0.58878  -0.07
52 C -1.47236 -4.00865 0.68605  -0.15
53 N -0.35382 -3.86072 -0.01726  0.13
54 C 4.67904 -4.21412 -2.58209  -0.15
55 H 7.08069 -3.66227 -0.25505  0.07
56 H 2.51691 -3.67750 -3.89391  0.11
57 H 2.41319 -2.00440 -3.32784  0.12
58 H 1.15199 -2.61766 -1.55084  0.04
59 H 2.12725 -4.71963 -0.86924  0.13
60 H 1.44354 -5.40958 -2.33838  0.12
61 H -0.41370 -6.76656 -1.69276  0.10
62 H -2.51975 -7.03726 -0.37451  0.10
63 H -3.18816 -5.18937 1.18582  0.10
64 H -1.72789 -3.19950 1.35628  0.06
65 H 4.44924 -4.86194 -3.42218  0.09
66 N 0.87960 7.82232 -6.20980  0.13
67 C 0.73936 6.94270 -5.48141  -0.20
68 C 0.56184 5.84802 -4.56769  -0.25
69 C -0.63838 5.72103 -3.87012  -0.02
70 C -0.80442 4.66868 -2.98861  -0.01
71 C 0.20878 3.73324 -2.79585  -0.19
72 C 1.40183 3.86825 -3.49927  0.00
73 C 1.58434 4.91984 -4.38111  -0.02
74 C 0.01161 2.59835 -1.83990  -0.06
75 C 0.15758 2.95405 -0.48520  -0.28
76 C 0.48183 4.26301 -0.01435  -0.06
77 C 0.51599 4.18697 1.35956  -0.11
78 C 0.22272 2.83362 1.66465  -0.21
79 N 0.01055 2.09464 0.58824  0.02
80 C -0.29071 1.38300 -2.43842  -0.27
81 C -0.48869 1.17913 -3.85057  -0.05
82 C -0.82305 -0.13533 -4.00871  -0.09
83 C -0.81062 -0.69670 -2.69102  -0.19
84 N -0.50155 0.18169 -1.76743  0.03
85 H -1.42790 6.44523 -4.02147  0.11
86 H -1.72493 4.55780 -2.43120  0.11
87 H 2.18494 3.13735 -3.34581  0.13
88 H 2.51356 5.02716 -4.92430  0.11
89 H 0.66269 5.13756 -0.62034  0.09
90 H 0.72374 4.97999 2.06150  0.07
91 H 0.17978 2.39772 2.65905  0.09
92 H -0.40340 1.92647 -4.62483  0.10
93 H -1.04266 -0.65687 -4.92781  0.08
94 H -1.01076 -1.72816 -2.43294  0.09

## Properties
Charge ... -2
HOMO energy ... -2.6 eV

Here is a structure of composition C45H36Br3Ge2IKN4O5S3 in a non-equilibrium geometry from the Open Molecules 2025 dataset. Energies are from ωB97M-V with the def2-TZVPD basis set.

Last column: Löwdin charge in e.
Cartesian coordinates (Å):
1 K 0.89580 -0.91010 0.16503  0.55
2 O -0.81283 -5.09849 -1.69203  0.09
3 C -0.25833 -3.89077 -1.43772  -0.45
4 O 0.76043 -3.76899 -0.82179  0.12
5 C -1.04871 -2.75736 -2.03387  -0.19
6 C -1.89097 -2.94478 -3.11375  0.00
7 C -2.52839 -1.82617 -3.64166  -0.05
8 C -2.31135 -0.59179 -3.06626  0.01
9 C -1.46653 -0.50598 -1.96359  -0.16
10 N -0.84307 -1.57318 -1.46714  0.11
11 C -1.21739 0.85205 -1.28139  -0.63
12 O -1.62874 1.85565 -1.88105  0.00
13 O -0.61490 0.79205 -0.16936  -0.31
14 H -0.26390 -5.73338 -1.20763  0.12
15 H -2.02588 -3.93290 -3.53131  0.11
16 H -3.18683 -1.92707 -4.49712  0.10
17 H -2.77310 0.31632 -3.42860  0.12
18 Br -1.32079 -4.96425 2.00988  0.78
19 C 0.54213 -4.59383 2.08789  -0.60
20 C 1.42712 -5.66213 2.21853  -0.21
21 C 2.77705 -5.44285 2.21919  -0.64
22 Br 3.94081 -6.94878 2.42214  0.68
23 C 3.30282 -4.13646 2.07333  -0.19
24 C 4.68321 -3.83161 2.03660  -0.05
25 C 5.09407 -2.54083 1.87442  -0.05
26 C 4.12687 -1.52448 1.75277  -0.14
27 N 2.83745 -1.76197 1.78922  0.07
28 C 2.40162 -3.04296 1.94505  -0.14
29 C 0.94370 -3.24468 1.95770  -0.47
30 O 0.14207 -2.27654 1.84877  -0.31
31 H 1.04194 -6.66767 2.31674  0.08
32 H 5.40347 -4.63311 2.13023  0.07
33 H 6.14716 -2.28989 1.82784  0.10
34 H 4.43037 -0.48964 1.61836  0.07
35 C 0.16037 2.14256 3.45586  -0.25
36 Ge -1.55697 1.96781 2.50438  0.70
37 C -1.60017 3.40458 1.18716  -0.25
38 C -2.91976 2.54937 3.82458  -0.26
39 Ge -1.73607 -0.42424 1.97381  1.01
40 C -2.49492 -1.22151 3.63320  -0.32
41 C -2.08760 -0.73105 4.87863  -0.14
42 C -2.55602 -1.28242 6.06818  -0.11
43 C -3.42581 -2.36587 6.03450  -0.12
44 C -3.81795 -2.88826 4.80643  -0.11
45 C -3.35964 -2.31804 3.62307  -0.13
46 C -3.28980 -0.65400 0.75144  -0.32
47 C -4.10015 0.43305 0.40302  -0.10
48 C -5.16119 0.28574 -0.48732  -0.09
49 C -5.43318 -0.95557 -1.05115  -0.11
50 C -4.63576 -2.04631 -0.72277  -0.10
51 C -3.57570 -1.89181 0.16290  -0.13
52 H 0.45038 3.19413 3.54688  0.00
53 H 0.94761 1.61038 2.91376  0.02
54 H 0.08839 1.71268 4.46091  0.00
55 H -1.33270 4.33252 1.70526  0.01
56 H -2.59972 3.50764 0.75692  0.01
57 H -0.91516 3.19764 0.36514  0.00
58 H -2.53808 3.41570 4.37865  0.01
59 H -3.16566 1.75228 4.53200  -0.01
60 H -3.83615 2.84310 3.30257  0.00
61 H -1.38891 0.09875 4.92278  0.07
62 H -2.24258 -0.86856 7.02062  0.09
63 H -3.79349 -2.80179 6.95727  0.09
64 H -4.48268 -3.74523 4.77042  0.09
65 H -3.68625 -2.73526 2.67854  0.07
66 H -3.89349 1.41409 0.81630  0.07
67 H -5.77117 1.14470 -0.74559  0.09
68 H -6.25485 -1.06993 -1.74885  0.09
69 H -4.83082 -3.01694 -1.16738  0.10
70 H -2.94917 -2.75076 0.39143  0.08
71 Br 6.22544 2.55597 1.20206  0.68
72 C 4.63397 3.54111 1.54208  -0.73
73 C 4.74318 4.60847 2.42524  -0.16
74 C 3.62407 5.36941 2.72858  -0.10
75 C 2.40206 5.05512 2.15116  -0.10
76 C 2.30568 3.98779 1.27253  -0.16
77 C 3.41820 3.21389 0.94873  -0.69
78 I 3.16080 1.63519 -0.42726  1.04
79 H 5.70193 4.83094 2.87426  0.09
80 H 3.71324 6.20453 3.41268  0.09
81 H 1.51781 5.63566 2.38774  0.10
82 H 1.34829 3.74253 0.82343  0.08
83 S 5.25701 2.38489 -6.71500  0.51
84 C 4.24540 1.62564 -5.61072  -1.10
85 S 4.88361 0.63871 -4.35074  0.93
86 C 3.27644 0.26356 -3.73241  -1.19
87 N 2.36237 0.86101 -4.42963  0.00
88 N 2.89912 1.62675 -5.46984  -0.13
89 C 1.91437 2.30616 -6.26948  -0.16
90 C 2.24677 3.01509 -7.42116  -0.06
91 C 1.24616 3.62291 -8.17497  -0.10
92 C -0.08444 3.54717 -7.79816  -0.12
93 C -0.40849 2.86580 -6.63066  -0.09
94 C 0.57186 2.25135 -5.86878  -0.01
95 S 3.04940 -0.75954 -2.38501  0.36
96 H 3.27779 3.09264 -7.72806  0.00
97 H 1.53004 4.16620 -9.07006  0.09
98 H -0.85633 4.01456 -8.39876  0.09
99 H -1.43808 2.81440 -6.29381  0.10
100 H 0.31079 1.73951 -4.95693  0.10

## Properties
Charge ... -2
2S+1 ... 2
⟨S²⟩ ... 0.754
HOMO energy (alpha / beta) ... -2.1 / -2.8 eV

Summary of ΔE to the lowest compared entry with this formula, charge and spin in kcal per mole
8.8 2.1 38.7
(order as listed above)
Summary of energy in Ha
-5538.3907 -5538.4014 -16299.8900
(order as listed above)